No. 1
The following is a DFT calculation (ωB97M-V/def2-TZVPD) of a 2-piece molecular cluster, C3H7OS overall.

Its energy above the lowest of the compared OMol25 structures with the same formula, charge and spin is 0.8436 eV. The HOMO energy comes out at -0.082 Eh. As for the net charge: -1. For the HOMO-LUMO gap, the calculation gives 5.9 eV.

Last column: natural (NBO) charge in e.
CARTESIAN COORDINATES (ANGSTROEM)
S -2.352 0.589 0.419  -0.749
O 3.833 0.553 1.287  -0.556
C 2.659 0.672 1.043  0.453
C -3.061 -0.081 -1.123  -0.740
C 1.820 -0.415 0.458  -0.748
H -3.755 -0.899 -0.902  0.167
H 1.418 -1.063 1.245  0.250
H 2.088 1.587 1.312  0.109
H -2.325 -0.456 -1.837  0.165
H -3.693 0.671 -1.605  0.168
H 0.935 -0.126 -0.104  0.271
H 2.431 -1.033 -0.194  0.211

=====

No. 2
The following is a DFT calculation (ωB97M-V/def2-TZVPD) of C37H51FN5O4PPt as an isolated structure at a distorted geometry.

The HOMO energy (spin up / spin down) comes out at -0.436 / -0.457 Eh. As for the net charge: +2. For the HOMO-LUMO gap (spin up / spin down), the calculation gives 7.2 / 5.1 eV. The spin multiplicity is 5. Its expectation value of S² is 6.051.

Last column: natural (NBO) charge in e.
CARTESIAN COORDINATES (ANGSTROEM)
Pt -0.324 0.795 -2.680  1.304
P 0.802 -1.357 -3.238  1.076
F 1.520 -3.099 2.684  -0.332
O 1.751 0.475 -1.729  -0.646
O -1.984 3.835 -0.269  -0.657
O -0.509 2.703 -1.482  -0.752
O -0.817 -0.072 -0.512  -0.664
N 1.752 -2.569 7.747  -0.491
N -0.298 1.020 -4.933  -0.575
N -0.852 1.855 3.109  -0.343
N 1.426 -1.797 5.291  -0.457
N -2.458 1.673 -3.278  -0.330
C -0.694 0.573 0.541  0.524
C -4.591 -0.105 0.064  -0.199
C -5.359 0.714 0.879  -0.213
C 0.907 -1.904 2.852  0.390
C 0.223 -0.045 4.162  -0.264
C -0.233 -0.061 1.785  -0.085
C 1.885 -3.171 5.351  -0.243
C -1.684 -2.303 -4.007  -0.613
C 1.664 -3.698 6.780  -0.232
C -0.993 1.964 0.721  -0.306
C 2.444 2.553 -2.756  -0.632
C 2.631 2.159 -0.268  -0.632
C 2.794 -1.610 7.315  -0.244
C -0.301 0.596 3.034  0.189
C 2.296 -0.900 6.052  -0.227
C 0.490 0.815 -5.984  0.147
C -1.058 2.560 4.364  -0.209
C 2.867 -2.218 -5.062  -0.614
C -5.461 2.070 0.602  -0.221
C -1.532 1.229 -6.840  -0.215
C -4.016 1.782 -1.305  -0.054
C -1.122 2.502 1.961  0.145
C 0.352 -1.327 1.738  -0.227
C 0.868 -1.277 4.110  0.107
C 2.653 1.493 -1.665  0.083
C 1.686 -3.772 -2.034  -0.613
C -0.238 0.922 -7.192  -0.223
C -0.223 -2.327 -4.442  -0.748
C -3.909 0.427 -1.018  -0.229
C -3.388 2.424 -2.509  -0.306
C -1.552 1.292 -5.424  0.222
C -1.198 2.914 -0.454  0.790
C -4.793 2.602 -0.483  -0.127
C -2.577 1.721 -4.565  0.055
C 2.516 -1.257 -3.932  -0.726
C 0.194 3.298 4.838  -0.620
C 0.930 -2.475 -1.785  -0.741
H -1.964 -1.296 -3.670  0.199
H 0.166 0.803 -8.178  0.254
H 1.650 -4.391 -1.139  0.230
H -3.312 -0.213 -1.653  0.213
H 3.908 -2.065 -5.345  0.236
H 3.522 2.762 -0.123  0.213
H -4.192 2.828 -3.144  0.206
H -3.463 2.164 -5.023  0.213
H 0.682 -4.161 6.877  0.239
H 1.040 2.627 4.965  0.200
H 2.421 -4.444 7.024  0.239
H 2.940 -3.260 5.060  0.200
H -2.376 1.404 -7.479  0.253
H -2.839 3.311 -2.134  0.304
H 3.665 1.047 -1.786  0.177
H -6.068 2.708 1.228  0.223
H 2.755 -3.256 -4.767  0.217
H -2.333 -2.583 -4.835  0.234
H 1.309 -3.801 4.678  0.265
H -0.094 -2.676 -1.458  0.243
H 2.659 -0.232 -4.276  0.231
H -0.013 3.779 5.789  0.232
H 1.431 -1.885 -1.018  0.254
H 3.713 -2.166 7.129  0.234
H 3.072 3.418 -2.570  0.232
H 1.546 0.650 -5.889  0.225
H -1.854 3.289 4.204  0.231
H 2.993 -0.884 8.104  0.252
H 0.852 -2.075 7.756  0.444
H -0.119 -1.857 -5.423  0.229
H 1.398 2.868 -2.753  0.225
H -4.869 3.656 -0.705  0.217
H 2.688 2.147 -3.735  0.192
H 0.406 -1.838 0.791  0.249
H -1.464 3.525 2.042  0.252
H 3.162 -0.568 5.460  0.222
H 0.144 0.444 5.117  0.215
H 0.475 4.066 4.123  0.229
H -4.538 -1.163 0.274  0.214
H 1.251 -4.344 -2.848  0.208
H 0.136 -3.354 -4.516  0.243
H 3.186 -1.392 -3.080  0.250
H 1.933 -2.921 8.692  0.452
H 1.735 -0.008 6.338  0.216
H 2.254 -2.040 -5.942  0.204
H -1.407 1.850 5.117  0.206
H -1.864 -2.993 -3.187  0.220
H -5.882 0.287 1.724  0.219
H 2.594 1.391 0.501  0.200
H 2.725 -3.573 -2.270  0.211
H 1.749 2.788 -0.186  0.214

=====

No. 3
The following is a DFT calculation (ωB97M-V/def2-TZVPD) of C24H23ClN5O5PdS as an isolated structure.

Its energy above the lowest of the compared OMol25 structures with the same formula, charge and spin is 0.0000 eV. The HOMO energy comes out at -0.386 Eh. As for the net charge: +1. For the HOMO-LUMO gap, the calculation gives 7.0 eV.

Last column: natural (NBO) charge in e.
CARTESIAN COORDINATES (ANGSTROEM)
Pd -0.070 0.107 -1.703  0.912
Cl 1.214 4.851 -7.028  0.025
S 0.624 -1.082 3.558  2.184
O 0.003 -2.112 2.754  -0.973
O 1.893 -4.821 0.626  -0.331
O 0.517 0.292 3.127  -0.963
O 1.412 0.918 -2.702  -0.685
O 3.121 -3.913 2.156  -0.395
N 2.393 -3.870 1.179  0.532
N 2.470 -1.374 1.174  -0.326
N -1.674 -0.634 -0.697  -0.461
N -1.458 1.174 -2.600  -0.492
N 1.383 -0.975 -0.707  -0.503
C 2.465 2.196 -4.325  -0.263
C 1.214 3.685 -5.748  -0.096
C 2.011 -0.420 0.337  0.476
C 0.054 3.316 -5.141  -0.160
C -4.076 -1.355 0.507  -0.083
C -5.148 1.287 -1.883  -0.167
C 1.427 -2.331 -0.520  -0.016
C -1.715 -1.570 0.222  0.116
C 3.153 -1.099 2.444  -0.211
C 1.282 1.786 -3.662  0.403
C 2.359 -1.476 3.697  -0.693
C 0.055 2.359 -4.093  -0.198
C 2.106 -2.582 0.621  0.156
C -2.767 0.967 -2.087  0.108
C -5.236 0.334 -0.909  -0.177
C 0.001 -1.238 5.213  -0.663
C -3.914 1.607 -2.480  -0.208
C -4.072 -0.344 -0.484  -0.100
C -2.909 -1.965 0.853  -0.259
C 0.510 -0.169 6.168  -0.626
C 2.257 1.035 0.511  -0.696
C -2.841 -0.013 -1.072  0.213
C 2.432 3.116 -5.334  -0.147
C -1.207 2.043 -3.530  0.204
H 0.240 -2.254 5.530  0.250
H -6.036 1.810 -2.211  0.234
H -0.108 -0.166 7.064  0.241
H -2.047 2.601 -3.934  0.193
H -5.011 -1.629 0.980  0.233
H -6.186 0.088 -0.454  0.232
H -3.902 2.363 -3.252  0.225
H 2.753 -0.908 4.540  0.258
H 3.317 1.226 0.683  0.241
H 1.537 -0.358 6.479  0.215
H 1.688 1.422 1.356  0.273
H -1.080 -1.182 5.066  0.259
H 1.965 1.544 -0.402  0.269
H -2.865 -2.737 1.608  0.248
H 4.094 -1.643 2.460  0.256
H 2.427 -2.540 3.912  0.272
H 1.048 -3.039 -1.237  0.259
H -0.780 -2.023 0.511  0.233
H -0.884 3.752 -5.460  0.226
H 0.453 0.818 5.711  0.239
H 3.365 -0.035 2.444  0.237
H 3.346 3.415 -5.829  0.239
H 3.397 1.751 -4.006  0.233

=====

No. 4
The following is a DFT calculation (ωB97M-V/def2-TZVPD) of C5H12NO2PSi as an isolated structure at a distorted geometry.

Its energy above the lowest of the compared OMol25 structures with the same formula, charge and spin is 0.0000 eV. The HOMO energy comes out at -0.340 Eh. As for the net charge: 0. For the HOMO-LUMO gap, the calculation gives 9.0 eV.

Last column: natural (NBO) charge in e.
CARTESIAN COORDINATES (ANGSTROEM)
P 2.625 1.489 0.481  1.540
Si -0.204 -0.014 -0.926  1.885
O 2.285 2.436 1.743  -0.777
O 0.650 1.117 -0.178  -1.233
N 2.675 0.061 1.423  -0.747
C 2.017 1.734 2.936  -0.156
C 2.332 0.304 2.614  0.154
C -0.011 0.055 -2.821  -1.130
C -2.001 0.454 -0.466  -1.109
C 0.178 -1.786 -0.333  -1.128
H -2.685 -0.354 -0.700  0.222
H 0.165 1.075 -3.151  0.235
H 0.822 -0.550 -3.167  0.228
H -2.090 0.680 0.592  0.228
H -0.438 -2.520 -0.847  0.230
H 1.218 -2.039 -0.512  0.233
H 2.262 -0.474 3.359  0.198
H -0.005 -1.896 0.732  0.226
H -0.905 -0.302 -3.323  0.231
H 0.962 1.837 3.212  0.224
H 2.639 2.140 3.741  0.217
H -2.317 1.332 -1.017  0.230